# 1
The following is a DFT calculation (the ωB97M-V functional and the def2-TZVPD basis) of a structure of composition CH12Na7O9 at a distorted geometry.

Each line ends with the natural charge from an NBO analysis.
CARTESIAN COORDINATES (ANGSTROEM)
Na: -3.609 -1.044 0.809  0.991
Na: 0.181 -2.707 1.332  0.975
Na: -1.953 -3.539 -1.392  0.993
Na: -2.725 2.475 -0.836  0.988
Na: -1.793 -0.582 -3.167  0.977
Na: 0.953 -3.202 -2.400  0.984
Na: -0.458 2.330 -3.425  0.997
C: -0.619 -0.339 -0.465  0.922
O: -1.042 -0.401 0.694  -0.890
O: -0.416 -1.391 -1.054  -1.046
O: -0.447 0.709 -1.086  -0.932
O: 2.445 -1.629 0.307  -0.925
H: 2.150 -1.070 -0.411  0.463
H: 2.821 -2.397 -0.124  0.480
O: -1.762 2.567 1.535  -1.012
H: -1.701 2.806 2.460  0.542
H: -1.196 1.800 1.448  0.476
O: 2.321 1.957 -0.357  -0.906
H: 2.238 2.648 -1.014  0.479
H: 1.460 1.538 -0.341  0.433
O: 1.925 -0.827 -2.534  -0.960
H: 1.151 -0.581 -2.027  0.461
H: 1.876 -0.288 -3.323  0.497
O: 1.333 1.005 2.284  -0.894
H: 0.734 0.409 1.835  0.412
H: 1.831 1.421 1.581  0.486
O: -1.798 -0.318 3.515  -0.882
H: -2.248 -1.160 3.575  0.455
H: -1.652 -0.189 2.578  0.435

The calculation puts the HOMO energy at -23.15 eV. The frontier orbital gap is 0.152 hartree. As for the LUMO energy: -0.699 Eh. As for the net charge: +5. Its energy relative to the best compared isomer or geometry (same formula, charge and spin) is 44.6 kcal/mol. The calculation puts the electronic energy at -50519.614 eV.

***

# 2
The following is a DFT calculation (the ωB97M-V functional and the def2-TZVPD basis) of a structure of composition CH12O4S2 at a distorted geometry.

Each line ends with the Mulliken spin population.
CARTESIAN COORDINATES (ANGSTROEM)
C: -0.141 -0.264 -2.115  -0.044
S: -0.296 1.596 -2.204  0.953
S: -0.911 -1.677 1.095  0.010
H: -0.888 -0.656 -1.433  0.033
H: 0.846 -0.663 -1.824  -0.003
H: -0.317 -0.680 -3.108  0.026
H: -1.513 -2.421 2.156  0.000
H: -2.167 1.274 -0.901  -0.015
H: -1.978 0.834 0.716  -0.002
O: -2.508 1.367 0.072  0.039
H: 0.990 1.624 -0.914  -0.009
H: 2.172 2.401 -0.068  -0.001
O: 1.701 1.517 -0.166  0.011
H: 2.328 -2.794 1.404  0.000
H: 1.015 -2.145 0.666  0.000
O: 2.018 -2.140 0.749  0.000
H: 0.412 1.454 1.526  0.001
H: -0.525 0.219 2.110  0.000
O: -0.239 1.153 2.239  -0.001

The calculation puts the HOMO energy (spin up / spin down) at -3.91 / -3.87 eV. The multiplicity is 2. The frontier orbital gap (spin up / spin down) is 0.247 / 0.147 hartree. As for the LUMO energy (spin up / spin down): 0.104 / 0.005 Eh. As for the net charge: -1. Its energy relative to the best compared isomer or geometry (same formula, charge and spin) is 0.0 kcal/mol. The calculation puts the electronic energy at -31091.929 eV.

***

# 3
The following is a DFT calculation (the ωB97M-V functional and the def2-TZVPD basis) of a cluster of 5 separate species, CH12O5 in total at a distorted geometry.

Each line ends with the Mulliken spin population.
CARTESIAN COORDINATES (ANGSTROEM)
C: -1.637 -0.462 -1.905  0.066
O: -1.170 0.521 -1.049  0.754
H: -1.096 -0.475 -2.847  0.009
H: -2.724 -0.359 -2.087  0.052
H: -1.666 -1.410 -1.320  0.129
H: -0.176 0.666 -1.120  -0.016
H: -0.186 0.548 2.007  0.000
H: 0.970 0.921 3.005  0.000
O: 0.705 0.927 2.085  0.000
H: 3.189 -1.959 -1.196  0.000
H: 1.928 -2.211 -1.782  0.000
O: 2.330 -2.277 -0.904  0.000
H: -2.517 0.154 1.290  0.000
H: -2.717 0.907 2.569  0.000
O: -2.130 0.251 2.160  0.002
H: 1.407 0.770 0.267  0.000
H: 1.891 1.914 -0.711  0.000
O: 1.618 0.997 -0.660  0.003

The calculation puts the HOMO energy (spin up / spin down) at -14.46 / -14.46 eV. The multiplicity is 2. The frontier orbital gap (spin up / spin down) is 0.401 / 0.158 hartree. As for the LUMO energy (spin up / spin down): -0.131 / -0.373 Eh. As for the net charge: +1. Its energy relative to the best compared isomer or geometry (same formula, charge and spin) is 0.0 kcal/mol. The calculation puts the electronic energy at -11458.895 eV.

***

# 4
The following is a DFT calculation (the ωB97M-V functional and the def2-TZVPD basis) of a cluster of 6 separate species, CH12O6 in total at a distorted geometry.

Each line ends with the natural charge from an NBO analysis.
CARTESIAN COORDINATES (ANGSTROEM)
O: 0.006 1.489 -2.211  -0.543
C: -0.662 0.538 -1.910  0.316
H: -1.196 0.461 -0.982  0.135
H: -0.929 -0.219 -2.665  0.103
H: 1.154 -1.873 -1.706  0.487
H: 2.302 -1.919 -0.718  0.463
O: 2.135 -1.806 -1.666  -0.955
H: -1.019 2.177 2.539  0.478
H: 0.411 1.902 1.928  0.513
O: -0.206 1.665 2.610  -0.974
H: -0.597 -1.899 0.449  0.516
H: -1.316 -2.064 -0.843  0.469
O: -0.475 -1.683 -0.523  -0.976
H: 2.196 1.211 -0.281  0.477
H: 0.982 2.031 -0.807  0.493
O: 1.645 1.990 -0.089  -0.990
H: -0.986 -0.073 2.537  0.516
H: -2.152 -1.104 2.392  0.469
O: -1.294 -0.827 1.948  -0.996

The calculation puts the HOMO energy at -10.41 eV. The frontier orbital gap is 0.391 hartree. As for the LUMO energy: 0.008 Eh. As for the net charge: 0. Its energy relative to the best compared isomer or geometry (same formula, charge and spin) is 17.3 kcal/mol. The calculation puts the electronic energy at -13515.973 eV.

***

# 5
The following is a DFT calculation (the ωB97M-V functional and the def2-TZVPD basis) of a cluster of 6 separate species, CH12O7 in total at a distorted geometry.

Each line ends with the natural charge from an NBO analysis.
CARTESIAN COORDINATES (ANGSTROEM)
O: 0.073 -1.846 0.877  -0.594
C: 0.676 -2.014 -0.396  0.159
O: 1.563 -1.084 -0.876  -0.494
H: 1.321 -2.955 -0.407  0.280
H: -0.256 -2.150 -1.024  0.293
H: -2.092 1.277 2.336  0.475
H: -0.672 1.817 0.661  0.477
O: -1.347 0.813 1.882  -0.827
H: -0.306 2.750 -0.527  0.474
H: 2.025 0.273 1.928  0.473
O: -0.059 2.454 0.369  -0.912
H: -0.192 0.159 -3.210  0.473
H: 0.844 -0.292 -1.894  0.484
O: 0.042 0.377 -2.310  -0.948
H: 2.356 -0.412 0.490  0.488
H: -0.127 -0.880 1.209  0.551
O: 2.726 -0.146 1.424  -0.914
H: -1.894 0.384 -0.936  0.482
H: -2.111 0.689 0.679  0.446
O: -2.572 0.788 -0.274  -0.867

The calculation puts the HOMO energy at -10.07 eV. The frontier orbital gap is 0.126 hartree. As for the LUMO energy: -0.245 Eh. As for the net charge: 0. Its energy relative to the best compared isomer or geometry (same formula, charge and spin) is 229.2 kcal/mol. The calculation puts the electronic energy at -15554.828 eV.

***

# 6
The following is a DFT calculation (the ωB97M-V functional and the def2-TZVPD basis) of a cluster of 5 separate species, CH13N3O4 in total at a distorted geometry.

Each line ends with the natural charge from an NBO analysis.
CARTESIAN COORDINATES (ANGSTROEM)
N: -3.565 0.850 1.529  -0.849
C: -2.246 0.826 1.205  0.593
N: -1.634 -0.386 1.561  -0.846
N: -1.672 1.871 0.660  -0.850
H: -3.920 1.674 2.085  0.395
H: -4.102 0.054 1.775  0.379
H: -0.761 -0.729 1.198  0.424
H: -2.166 -1.229 1.728  0.378
H: -2.123 2.731 0.461  0.373
H: 1.534 -0.012 1.425  0.469
H: 0.410 1.050 1.012  0.523
O: 0.862 0.180 0.854  -0.993
H: 1.585 -1.585 -0.999  0.476
H: 2.176 -2.198 0.187  0.458
O: 1.909 -2.444 -0.663  -0.934
H: 4.182 -1.698 -2.320  0.484
H: 5.302 -0.568 -2.203  0.472
O: 4.367 -0.727 -2.338  -0.957
H: -0.729 0.740 -2.083  0.467
H: 0.673 0.563 -2.350  0.461
O: -0.083 1.037 -2.726  -0.928

The calculation puts the HOMO energy at -9.20 eV. The frontier orbital gap is 0.355 hartree. As for the LUMO energy: 0.017 Eh. As for the net charge: 0. Its energy relative to the best compared isomer or geometry (same formula, charge and spin) is 34.0 kcal/mol. The calculation puts the electronic energy at -13907.730 eV.

***

# 7
The following is a DFT calculation (the ωB97M-V functional and the def2-TZVPD basis) of a cluster of 3 separate species, CH13N9 in total at a distorted geometry.

Each line ends with the natural charge from an NBO analysis.
CARTESIAN COORDINATES (ANGSTROEM)
C: 4.795 -4.598 -2.517  0.373
N: -8.141 6.398 1.604  0.134
N: 5.318 -3.730 -1.642  -0.091
N: 3.542 -4.954 -2.373  -0.726
N: -7.606 7.336 0.991  -0.483
N: 4.589 -3.251 -0.568  -0.678
N: -9.560 4.449 3.372  -0.314
N: 7.289 -3.095 -0.664  -0.690
N: -8.396 6.348 2.788  -0.285
N: 6.626 -3.240 -1.854  -0.300
H: 5.300 -4.872 -3.520  0.273
H: 3.065 -5.549 -3.162  0.458
H: 3.050 -4.713 -1.519  0.450
H: -7.532 7.053 0.047  0.441
H: -7.227 8.172 1.543  0.410
H: 4.203 -2.295 -0.913  0.385
H: 5.196 -3.201 0.280  0.427
H: -10.142 5.044 3.974  0.360
H: -8.808 3.991 3.880  0.360
H: 8.117 -2.564 -0.674  0.394
H: 7.683 -4.008 -0.459  0.361
H: -8.530 7.256 3.256  0.375
H: 6.683 -2.298 -2.237  0.366

The calculation puts the HOMO energy (spin up / spin down) at -13.99 / -13.99 eV. The frontier orbital gap (spin up / spin down) is 0.199 / 0.202 hartree. As for the LUMO energy (spin up / spin down): -0.315 / -0.312 Eh. As for the net charge: +2. Its energy relative to the best compared isomer or geometry (same formula, charge and spin) is 62.8 kcal/mol. The calculation puts the electronic energy at -14635.555 eV.

***

# 8
The following is a DFT calculation (the ωB97M-V functional and the def2-TZVPD basis) of a cluster of 5 separate species, CH13NO4 in total at a distorted geometry.

Each line ends with the natural charge from an NBO analysis.
CARTESIAN COORDINATES (ANGSTROEM)
C: 2.105 1.521 -1.238  -0.416
N: 0.711 1.622 -1.405  -0.907
H: 2.466 0.794 -1.984  0.183
H: 2.460 1.065 -0.265  0.211
H: 2.648 2.481 -1.348  0.175
H: 0.011 1.560 -0.705  0.398
H: 0.390 1.872 -2.332  0.370
H: -0.852 -0.303 -2.019  0.492
H: -1.882 -1.320 -1.173  0.480
O: -1.094 -1.334 -1.767  -0.981
H: 0.529 -2.177 -0.132  0.481
H: 0.922 -0.799 -0.369  0.486
O: 1.059 -1.491 0.289  -0.956
H: -2.006 1.201 1.961  0.488
H: -3.174 0.764 1.019  0.469
O: -2.276 1.114 1.010  -0.956
H: 0.276 -1.546 2.041  0.502
H: -0.562 -1.713 3.395  0.461
O: -0.044 -1.083 2.865  -0.978

The calculation puts the HOMO energy at -9.01 eV. The frontier orbital gap is 0.347 hartree. As for the LUMO energy: 0.016 Eh. As for the net charge: 0. Its energy relative to the best compared isomer or geometry (same formula, charge and spin) is 31.2 kcal/mol. The calculation puts the electronic energy at -10927.296 eV.

***

# 9
The following is a DFT calculation (the ωB97M-V functional and the def2-TZVPD basis) of a cluster of 6 separate species, CH13O5S in total at a distorted geometry.

Each line ends with the natural charge from an NBO analysis.
CARTESIAN COORDINATES (ANGSTROEM)
C: 1.106 -1.786 2.072  -0.710
S: -0.224 -1.099 1.000  -0.730
H: 1.522 -0.947 2.626  0.188
H: 1.921 -2.209 1.494  0.192
H: 0.611 -2.445 2.777  0.194
H: 0.556 -1.232 -1.028  0.498
H: 0.490 -2.055 -2.323  0.463
O: 0.910 -1.288 -1.929  -1.019
H: 1.989 0.188 -2.560  0.502
H: 2.094 1.495 -1.831  0.463
O: 2.570 0.963 -2.476  -0.978
H: 0.206 1.098 0.463  0.499
H: 1.451 1.953 0.662  0.460
O: 0.493 2.016 0.685  -1.005
H: -1.542 2.972 0.273  0.488
H: -2.508 2.102 -0.451  0.472
O: -2.276 3.034 -0.353  -0.963
H: -3.363 -1.293 -0.341  0.458
H: -2.547 -0.704 0.787  0.500
O: -3.459 -0.762 0.453  -0.974

The calculation puts the HOMO energy at -3.95 eV. The frontier orbital gap is 0.273 hartree. As for the LUMO energy: 0.128 Eh. As for the net charge: -1. Its energy relative to the best compared isomer or geometry (same formula, charge and spin) is 11.2 kcal/mol. The calculation puts the electronic energy at -22322.928 eV.

***

# 10
The following is a DFT calculation (the ωB97M-V functional and the def2-TZVPD basis) of a structure of composition CH14F3NaO10S at a distorted geometry.

Each line ends with the natural charge from an NBO analysis.
CARTESIAN COORDINATES (ANGSTROEM)
Na: 1.106 -0.266 0.386  0.935
C: -3.449 -2.494 0.285  0.744
F: -3.459 -1.849 1.492  -0.338
F: -3.145 -3.829 0.433  -0.318
F: -4.681 -2.286 -0.252  -0.318
S: -2.192 -1.689 -1.016  2.285
O: -2.020 -2.615 -2.128  -0.966
O: -2.867 -0.492 -1.507  -1.004
O: -0.908 -1.468 -0.360  -1.059
O: -0.329 -0.551 2.499  -0.946
H: -0.390 -0.111 3.347  0.471
H: -1.038 -0.171 1.980  0.481
O: 2.560 1.214 1.670  -0.961
H: 2.359 2.106 1.954  0.491
H: 3.357 0.984 2.147  0.480
O: 1.610 3.285 -0.278  -0.960
H: 1.628 2.413 -0.673  0.486
H: 0.735 3.619 -0.475  0.460
O: -0.953 1.411 0.503  -0.959
H: -1.868 1.318 0.767  0.492
H: -0.779 2.351 0.567  0.479
O: 2.387 0.786 -1.553  -0.979
H: 2.946 1.508 -1.839  0.481
H: 1.663 0.780 -2.179  0.511
O: 2.851 -2.119 0.316  -0.955
H: 3.643 -2.374 0.789  0.480
H: 3.012 -2.392 -0.587  0.486
O: -0.225 0.849 -2.110  -0.998
H: -0.681 1.391 -2.753  0.481
H: -0.874 0.691 -1.425  0.518

The calculation puts the HOMO energy at -8.85 eV. The frontier orbital gap is 0.306 hartree. As for the LUMO energy: -0.019 Eh. As for the net charge: 0. Its energy relative to the best compared isomer or geometry (same formula, charge and spin) is 12.1 kcal/mol. The calculation puts the electronic energy at -45145.656 eV.

***

# 11
The following is a DFT calculation (the ωB97M-V functional and the def2-TZVPD basis) of a cluster of 7 separate species, CH15O7 in total at a distorted geometry.

Each line ends with the Mulliken spin population.
CARTESIAN COORDINATES (ANGSTROEM)
C: 1.098 -2.445 0.636  -0.001
O: 0.141 -2.259 -0.555  0.136
H: 0.777 -1.994 1.499  0.000
H: 1.156 -3.533 0.840  0.003
H: 2.118 -2.078 0.496  0.002
H: -1.382 0.249 -1.111  -0.004
H: -1.609 0.042 -2.625  0.001
O: -1.421 0.758 -1.986  0.022
H: -1.010 2.799 -0.772  -0.001
H: -0.521 2.799 0.679  0.001
O: -0.807 3.407 -0.088  0.000
H: 1.984 0.442 -0.135  0.000
H: 1.452 0.989 1.131  -0.001
O: 2.277 1.092 0.589  0.000
H: -0.821 1.469 2.577  -0.002
H: -0.840 0.370 1.391  -0.006
O: -0.313 1.095 1.826  0.027
H: 0.327 0.594 -1.920  -0.001
H: 0.897 -0.798 -1.554  0.000
O: 1.180 0.114 -1.770  0.001
H: -0.545 -1.723 0.007  -0.038
H: -2.504 -0.832 0.620  -0.020
O: -1.634 -0.558 0.223  0.882

The calculation puts the HOMO energy (spin up / spin down) at -9.92 / -9.92 eV. The multiplicity is 2. The frontier orbital gap (spin up / spin down) is 0.338 / 0.157 hartree. As for the LUMO energy (spin up / spin down): -0.026 / -0.207 Eh. As for the net charge: 0. Its energy relative to the best compared isomer or geometry (same formula, charge and spin) is 7.2 kcal/mol. The calculation puts the electronic energy at -15608.738 eV.

***

# 12
The following is a DFT calculation (the ωB97M-V functional and the def2-TZVPD basis) of a cluster of 7 separate species, CH16O7 in total at a distorted geometry.

Each line ends with the natural charge from an NBO analysis.
CARTESIAN COORDINATES (ANGSTROEM)
O: 0.321 -2.814 1.224  -0.782
H: 0.328 -1.932 0.739  0.593
H: 1.059 -2.853 1.858  0.558
H: 0.335 -3.587 0.636  0.547
C: -0.061 1.073 0.585  -0.232
O: 0.382 -0.251 0.549  -1.067
H: -0.564 1.392 1.501  0.156
H: 0.736 1.704 0.170  0.146
H: -0.796 1.241 -0.222  0.126
O: -1.525 -0.874 -1.658  -0.956
H: -0.843 -0.628 -1.005  0.489
H: -1.909 -1.685 -1.315  0.449
O: -1.872 2.322 -3.069  -0.932
H: -1.384 3.150 -3.047  0.462
H: -2.013 2.096 -2.144  0.470
O: 1.977 -0.558 -1.793  -0.977
H: 1.448 -0.598 -0.975  0.488
H: 2.094 0.382 -1.955  0.465
O: 3.813 1.065 0.795  -0.946
H: 3.510 1.833 1.288  0.465
H: 3.004 0.669 0.443  0.480
O: -2.601 -0.681 2.707  -0.948
H: -2.141 -0.443 1.895  0.477
H: -3.298 -0.024 2.791  0.470

The calculation puts the HOMO energy at -8.75 eV. The frontier orbital gap is 0.279 hartree. As for the LUMO energy: -0.043 Eh. As for the net charge: 0. Its energy relative to the best compared isomer or geometry (same formula, charge and spin) is 82.5 kcal/mol. The calculation puts the electronic energy at -15626.041 eV.